Record 1
This record from OMol25 describes C43H40BrN3O4TeZn as an isolated structure at a distorted geometry. The level of theory is ωB97M-V with the def2-TZVPD basis set.

Computed properties:
HOMO (alpha / beta) ... -0.070 / -0.070 hartree
ΔE to the lowest compared entry with this formula, charge and spin ... 92.7 kcal per mole
F_max ... 5.24 eV/Å
Spin multiplicity ... 2
Orbital gap (alpha / beta) ... 3.8 / 3.8 eV
Total charge ... -1

```
93
Properties=species:S:1:pos:R:3:forces:R:3
Zn -1.404266 0.605124 0.029873 0.20 0.38 0.16
Br -1.045936 -2.400865 -6.737815 0.00 -0.08 0.21
C -0.922690 -1.436447 -5.114421 1.03 1.69 1.38
C -0.254468 -0.143803 -5.110774 -0.77 -0.90 -1.56
C -0.291718 0.640040 -3.992762 1.06 0.93 -0.52
C -0.822769 0.193642 -2.758050 -0.77 0.41 0.94
O -0.696685 1.041192 -1.758495 -0.21 -1.43 -0.53
C -1.516747 -1.128906 -2.741470 3.77 3.43 -1.20
C -2.246437 -1.569996 -1.678295 -2.88 -0.29 2.96
N -2.607197 -0.815937 -0.625411 0.07 -1.37 -1.49
C -3.925383 -1.123417 -0.130963 -0.21 -0.36 -0.41
C -4.173149 -1.590405 1.160514 0.45 -0.73 0.94
C -5.446217 -2.118751 1.449898 1.29 0.93 0.87
C -6.487378 -2.039534 0.591115 -0.25 -0.09 -0.82
C -6.267340 -1.708880 -0.765541 0.03 0.30 -0.86
C -7.126838 -2.077793 -1.846111 2.03 1.49 1.53
C -6.686910 -1.726458 -3.130337 -0.07 0.04 -2.48
C -5.672179 -0.848355 -3.359667 -0.92 -1.55 -1.52
N -4.967101 -0.347000 -2.304697 1.91 4.22 1.52
C -4.999411 -1.046549 -1.023507 -0.53 -0.18 -0.99
C -1.455917 -1.877290 -3.906473 -0.65 -0.92 -2.13
H 0.191233 0.275459 -6.070120 -0.64 -0.75 1.35
H 0.175639 1.670798 -4.066484 -0.68 -1.41 0.45
H -2.684109 -2.597722 -1.836545 -0.17 1.16 0.45
H -3.441458 -1.488549 1.988227 -0.27 -0.31 -0.95
H -5.580961 -2.571296 2.418643 -0.21 0.26 0.43
H -7.491095 -2.178397 0.918201 -0.64 -0.75 0.18
H -7.997129 -2.598829 -1.607784 -1.26 -0.90 0.03
H -7.096429 -2.205992 -4.067483 0.10 0.60 1.19
H -5.319558 -0.478416 -4.321644 -0.30 -0.60 0.02
H -2.039818 -2.801318 -3.933112 0.28 0.08 0.10
C -4.585110 3.060064 -3.657987 -0.60 -1.63 0.07
O -4.757081 1.635915 -3.582408 -0.94 -0.88 0.52
C -4.582790 1.083560 -2.368546 0.47 -3.60 0.98
O -3.963564 1.600976 -1.466585 -0.20 0.75 0.24
H -3.554055 3.137181 -3.937843 0.54 1.16 0.17
H -4.946598 3.518515 -2.740149 0.62 0.24 0.02
H -5.265024 3.275324 -4.457621 -0.05 0.74 -0.59
C 6.976904 4.986446 1.688582 2.21 -1.34 0.75
C 5.911252 3.915240 1.750061 -1.92 1.36 -0.39
C 4.530962 4.254336 1.910477 0.23 0.17 -0.74
C 3.423868 3.395796 1.773057 1.01 -0.58 0.25
C 1.987872 3.887934 1.807647 -0.93 -0.98 -0.68
C 3.736769 1.991988 1.630657 0.99 0.54 -0.35
Te 2.248884 0.401374 2.009221 0.69 0.16 0.34
N 0.223164 0.816004 1.585772 -3.40 -0.38 0.59
C -0.818946 0.791486 2.472469 0.61 -0.72 -0.89
O -2.015108 0.908558 1.978871 1.39 -0.01 0.78
C -0.675249 0.426946 3.990811 -0.59 0.97 -1.25
C -1.503948 -0.541408 4.555815 1.74 0.59 1.33
C -1.253850 -0.952880 5.897948 0.95 1.76 -1.99
C -0.168063 -0.422105 6.581363 -0.81 2.10 -4.13
C 0.586202 0.638521 6.007146 -0.58 -1.03 0.90
C 0.268199 1.112372 4.774999 0.32 0.40 -2.20
C 2.340860 -1.021570 0.279260 -1.61 -0.58 2.27
C 1.764732 -2.298778 0.605973 0.72 -0.52 -0.28
C 0.711155 -2.499060 1.685707 0.64 -0.77 0.54
C 2.169477 -3.444332 -0.145010 -1.27 0.97 -0.60
C 2.763672 -3.293126 -1.418961 0.40 1.97 0.94
C 2.928000 -4.445100 -2.336136 1.25 -1.95 -0.03
C 3.217470 -2.002784 -1.740293 -0.59 0.31 -1.34
C 3.007129 -0.860177 -0.883335 0.58 -0.98 -3.18
C 3.207176 0.477939 -1.496430 1.99 2.96 -1.32
C 5.082599 1.655459 1.486023 0.49 -0.86 1.29
C 5.593257 0.207816 1.543148 -0.31 0.33 -0.58
C 6.136747 2.619756 1.500776 -1.03 -1.86 -0.42
H 7.159558 5.436464 2.688951 -0.45 0.17 -0.74
H 6.975309 5.710417 0.876730 -0.84 0.23 0.19
H 7.965996 4.468707 1.487649 -0.97 0.29 0.27
H 4.443783 5.325158 1.915517 -0.93 0.45 0.35
H 1.930439 4.966079 1.609425 0.10 -0.19 0.49
H 1.495349 3.602311 2.811284 0.53 0.54 -1.73
H 1.405788 3.416513 0.910399 0.84 0.52 1.90
H -2.236190 -0.986146 3.948306 -1.00 -0.52 -0.53
H -1.890046 -1.646838 6.340915 -0.83 -1.26 0.71
H 0.084048 -0.828212 7.448946 1.10 -1.41 3.84
H 1.446009 1.057033 6.481530 0.29 0.15 0.65
H 0.829004 1.945329 4.261602 -0.53 -0.98 0.89
H 1.131316 -2.477646 2.702659 0.11 -0.05 -0.15
H 0.243625 -3.476116 1.549157 0.22 -0.09 0.05
H -0.128015 -1.825225 1.735018 -0.03 0.71 -0.54
H 1.784324 -4.452687 0.084383 0.01 0.69 0.20
H 2.321997 -5.300612 -1.958059 0.36 0.51 -0.36
H 4.014173 -4.772189 -2.221270 -1.20 0.15 -0.42
H 2.723712 -4.359353 -3.433588 0.07 0.53 1.06
H 3.538257 -1.847099 -2.844168 -0.29 0.00 2.11
H 2.307198 1.062709 -1.752720 -0.24 -0.65 0.60
H 3.761905 0.564485 -2.489672 -0.56 -1.13 1.04
H 3.840498 1.216833 -0.924916 -0.74 -0.92 0.10
H 6.003181 -0.144984 2.481133 -0.23 0.48 0.69
H 6.434614 0.136889 0.892362 0.72 -0.09 -0.81
H 4.903626 -0.562814 1.229832 -0.46 0.04 -0.19
H 7.083999 2.247459 1.215604 1.14 -0.24 0.05
```
Forces are in eV/Å.


Record 2
This record from OMol25 describes a 6-piece molecular cluster, C27H47F7I2N2O10P overall at a distorted geometry. The level of theory is ωB97M-V with the def2-TZVPD basis set.

Computed properties:
HOMO ... -0.401 hartree
ΔE to the lowest compared entry with this formula, charge and spin ... 0.0 kcal per mole
F_max ... 4.60 eV/Å
Orbital gap ... 6.8 eV
Total charge ... +1

```
96
Properties=species:S:1:pos:R:3:forces:R:3
C 0.555611 -3.632021 0.598793 1.00 -0.02 0.44
C 1.583905 -2.781316 -0.183999 -0.75 -0.19 0.76
I 1.655427 -0.897013 0.898690 0.13 -0.21 -0.36
C 1.252318 -2.495632 -1.676859 -1.43 -0.05 1.68
I -0.807626 -3.019498 -2.160779 0.48 -0.04 -0.11
N 2.313729 -3.000951 -2.724529 -0.17 -0.11 0.38
N 1.790003 -2.638526 -4.007454 0.43 0.14 -0.22
C 1.569989 -1.260015 -4.354020 1.08 1.82 -1.63
O 2.234297 -0.731596 -5.187603 -0.24 -0.80 0.39
F 0.556004 -0.605091 -3.854454 -0.24 -0.91 1.02
C 2.150096 -3.338015 -5.233968 -1.60 -1.27 -1.98
O 1.279255 -3.721851 -5.940905 0.56 0.65 0.77
F 3.404433 -3.516424 -5.586895 0.33 0.45 1.20
C 3.670733 -2.359172 -2.447341 1.86 1.22 -0.20
F 4.240879 -2.000073 -3.581997 -0.23 -0.84 -1.35
F 3.498865 -1.201907 -1.854754 -1.25 0.31 1.18
C 4.849488 -3.115688 -1.704811 1.75 0.61 0.64
F 4.574425 -3.973066 -0.751112 -0.94 -0.58 0.17
F 5.572315 -2.154276 -1.158811 -0.18 0.86 0.49
F 5.659620 -3.669697 -2.571210 -0.27 -0.99 -0.95
P 2.317733 -4.849934 -2.690876 -1.90 -4.18 0.20
O 1.156502 -5.427206 -3.331056 -0.69 1.14 -1.06
O 3.620867 -5.382273 -3.389975 0.82 1.32 0.74
O 2.309566 -5.371827 -1.191708 1.00 1.59 -0.29
H -0.340003 -3.077349 0.848367 -0.26 -0.11 -0.29
H 1.046874 -3.838705 1.551234 -0.09 -0.03 0.10
H 0.379821 -4.602091 0.142932 -0.30 0.09 -0.19
H 2.536547 -3.252808 0.038222 0.20 0.21 -0.60
H 1.150918 -1.416077 -1.700393 0.70 0.03 -0.97
H 3.394154 -6.089231 -4.012502 -0.07 0.03 -0.30
H 2.712809 -6.253021 -1.199927 0.13 -0.13 0.35
C 4.510376 2.453479 3.763688 0.01 -0.08 0.17
C 5.773962 1.945787 3.079675 0.00 0.09 -0.18
C 5.397093 0.508542 2.753499 -0.01 -0.12 0.16
O 3.979465 0.495476 2.536695 0.13 0.25 0.14
C 3.422211 1.744991 2.973002 -0.04 0.05 -0.17
H 4.407172 3.537195 3.748607 0.00 0.00 -0.03
H 4.492768 2.123605 4.804760 -0.02 0.02 0.00
H 5.948303 2.506393 2.158243 0.03 -0.01 0.01
H 6.667828 2.019439 3.696310 -0.01 -0.02 0.02
H 5.618858 -0.160794 3.590777 0.07 0.01 -0.01
H 5.904227 0.131140 1.864127 -0.08 -0.03 -0.03
H 3.139107 2.320120 2.083789 -0.03 0.05 0.05
H 2.524241 1.556720 3.564464 -0.01 -0.08 -0.04
C -0.240862 4.382562 4.040119 0.16 -0.04 0.05
C -0.043523 5.238550 2.795335 -0.15 0.03 -0.02
C 0.239554 4.186425 1.734057 0.10 -0.04 -0.07
O -0.478728 3.007133 2.124764 0.08 0.07 0.10
C -0.948693 3.163215 3.469433 -0.17 -0.01 -0.09
H -0.811127 4.873768 4.826810 -0.02 -0.01 -0.01
H 0.730310 4.094886 4.451779 -0.02 0.00 0.02
H -0.968412 5.769651 2.559044 0.02 0.01 -0.02
H 0.755391 5.972603 2.888327 0.01 -0.02 0.00
H 1.307157 3.938271 1.695556 0.02 0.07 -0.01
H -0.080247 4.491483 0.738442 -0.01 -0.12 -0.03
H -2.033016 3.314092 3.435001 0.00 0.00 0.09
H -0.743382 2.252710 4.034784 0.00 -0.04 -0.07
C -1.309783 2.465285 -3.397431 -0.14 0.08 0.01
C -0.466960 3.561186 -4.038780 0.16 -0.09 -0.03
C -0.411655 4.599238 -2.928110 -0.15 0.10 0.05
O -0.477186 3.877894 -1.691454 -0.03 -0.07 -0.15
C -0.843102 2.521562 -1.949380 0.17 -0.01 0.01
H -1.173602 1.483836 -3.850114 0.00 -0.01 0.00
H -2.369162 2.725322 -3.460284 0.01 -0.03 0.00
H 0.536884 3.183194 -4.249900 0.00 0.03 -0.02
H -0.883768 3.952653 -4.965089 -0.02 0.01 0.02
H -1.270941 5.275739 -2.973362 0.03 0.03 -0.07
H 0.500288 5.195988 -2.952892 0.01 -0.01 0.09
H 0.044299 1.895210 -1.790671 -0.04 -0.10 0.00
H -1.614497 2.211620 -1.245990 0.06 0.07 0.07
C -4.837595 2.008861 -1.193490 0.10 -0.06 -0.14
C -6.174902 1.278718 -1.202833 -0.09 0.07 0.12
C -5.774896 -0.110862 -0.730134 0.10 -0.11 -0.08
O -4.651190 0.061057 0.142107 -0.05 0.12 -0.26
C -4.161877 1.402901 0.026963 -0.09 0.04 0.19
H -4.927854 3.092297 -1.133585 0.00 0.00 0.02
H -4.272503 1.762767 -2.097209 0.01 0.02 0.01
H -6.853651 1.738991 -0.481609 -0.01 -0.02 -0.02
H -6.666199 1.270864 -2.174351 0.02 -0.02 -0.01
H -5.461120 -0.741983 -1.569499 -0.08 0.00 -0.04
H -6.576440 -0.620699 -0.194250 0.06 -0.03 0.06
H -4.432100 1.943141 0.940122 0.05 0.07 -0.03
H -3.075572 1.386239 -0.054972 0.00 -0.09 0.10
C -4.771085 -3.065838 2.310495 -0.14 -0.05 0.12
C -4.591752 -1.661929 2.873653 0.18 0.10 -0.05
C -3.626317 -1.907425 4.023269 -0.15 -0.11 0.19
O -2.811876 -3.022821 3.638735 -0.05 0.02 -0.10
C -3.377506 -3.647884 2.485960 0.14 0.06 -0.04
H -5.112959 -3.085405 1.275996 0.03 0.03 -0.01
H -5.489302 -3.622405 2.917381 0.02 -0.04 -0.03
H -4.128858 -1.019769 2.126225 -0.06 0.01 -0.02
H -5.522312 -1.194674 3.193081 0.00 -0.02 0.02
H -4.157470 -2.175412 4.942618 0.00 0.06 0.01
H -2.989678 -1.046416 4.230508 0.08 -0.06 0.00
H -2.739077 -3.412349 1.624408 -0.07 -0.04 -0.10
H -3.384680 -4.729973 2.626319 0.06 0.01 0.05
```
Forces are in eV/Å.